Here is a molecular structure, C58H67AsN3P2Si4Zn from the OMol25 dataset. Energies are from ωB97M-V/def2-TZVPD.

CARTESIAN COORDINATES (ANGSTROEM)
1 Zn -0.22099 -0.03802 0.26834
2 C 1.80879 -2.78595 1.44816
3 Si 1.83104 -1.14898 0.51024
4 C 2.44109 -1.69816 -1.19954
5 C 3.76759 -2.14699 -1.30457
6 C 4.23135 -2.78135 -2.44483
7 C 3.36931 -2.99654 -3.51808
8 C 2.06058 -2.55774 -3.44243
9 C 1.59152 -1.89856 -2.29848
10 P -0.14254 -1.31389 -2.26639
11 C -0.20817 -0.09450 -3.62461
12 C 0.94137 0.49889 -4.14757
13 C 0.84528 1.54619 -5.05894
14 C -0.39895 1.99566 -5.47889
15 C -1.55147 1.41488 -4.96234
16 C -1.45570 0.39928 -4.02313
17 C -1.04440 -2.80043 -2.84758
18 C -1.02963 -3.87985 -1.95877
19 C -1.71719 -5.04842 -2.24411
20 C -2.45136 -5.15011 -3.42074
21 C -2.47030 -4.08764 -4.31199
22 C -1.76741 -2.91809 -4.03181
23 C 3.06731 0.05242 1.30000
24 C 4.11004 -0.44128 2.10047
25 C 5.00556 0.40419 2.73972
26 C 4.90130 1.77925 2.57016
27 C 3.89264 2.29399 1.77459
28 C 2.96302 1.45069 1.16102
29 P 1.66532 2.17898 0.09026
30 C 1.02566 3.61900 1.02319
31 C 1.14904 3.73154 2.40883
32 C 0.50144 4.74983 3.10195
33 C -0.28220 5.67103 2.42419
34 C -0.41092 5.57500 1.04272
35 C 0.23121 4.55689 0.35277
36 C 2.72294 2.87125 -1.23893
37 C 2.94290 4.22745 -1.46636
38 C 3.75412 4.63705 -2.52192
39 C 4.35246 3.70034 -3.35106
40 C 4.14696 2.34388 -3.12164
41 C 3.33087 1.93331 -2.07897
42 H 2.74387 -3.00806 1.97856
43 H 1.64695 -3.59475 0.72373
44 H 0.99385 -2.81994 2.17330
45 H 4.44947 -1.99952 -0.46837
46 H 5.25821 -3.12298 -2.49615
47 H 3.71914 -3.50605 -4.40796
48 H 1.39040 -2.72099 -4.28073
49 H 1.91823 0.14060 -3.84697
50 H 1.74910 2.01028 -5.43790
51 H -0.47165 2.79683 -6.20443
52 H -2.52830 1.75772 -5.28790
53 H -2.36203 -0.00701 -3.58497
54 H -0.46047 -3.80373 -1.03473
55 H -1.67893 -5.88225 -1.55103
56 H -3.00169 -6.05711 -3.64233
57 H -3.02842 -4.16753 -5.23760
58 H -1.76610 -2.11673 -4.75769
59 H 4.22765 -1.51324 2.22899
60 H 5.79139 -0.00890 3.36242
61 H 5.60814 2.44627 3.04975
62 H 3.82673 3.36627 1.62211
63 H 1.76055 3.02813 2.95586
64 H 0.61476 4.82030 4.17932
65 H -0.78535 6.46382 2.96562
66 H -1.01186 6.29643 0.50243
67 H 0.13117 4.50856 -0.72457
68 H 2.50472 4.97023 -0.81192
69 H 3.92472 5.69430 -2.68734
70 H 4.98325 4.02437 -4.17085
71 H 4.62561 1.60520 -3.75487
72 H 3.17759 0.87134 -1.89953
73 N -4.15699 4.46257 -3.83894
74 C -5.34202 5.06660 -4.20978
75 C -5.64738 6.04088 -5.15881
76 C -6.96934 6.42442 -5.23864
77 C -7.95573 5.85938 -4.40599
78 C -7.64076 4.89499 -3.47332
79 C -6.30567 4.49313 -3.37769
80 N -5.71819 3.56133 -2.53043
81 C -4.45375 3.57515 -2.83939
82 C -3.44299 2.74311 -2.17050
83 C -3.85567 1.72824 -1.30927
84 C -2.90641 0.98323 -0.64894
85 N -1.58463 1.17159 -0.81618
86 C -1.19556 2.11230 -1.67569
87 C -2.08250 2.92232 -2.35496
88 H -3.25944 4.61164 -4.26480
89 H -4.89494 6.47668 -5.80656
90 H -7.25778 7.18012 -5.95804
91 H -8.98068 6.19495 -4.50666
92 H -8.39371 4.45226 -2.83218
93 H -4.91284 1.54883 -1.16874
94 H -3.19782 0.19178 0.02757
95 H -0.13033 2.19435 -1.85018
96 H -1.68913 3.68043 -3.02439
97 C -4.43803 0.51423 4.72418
98 Si -3.60443 0.89052 3.10848
99 C -4.96373 0.82759 1.82598
100 C -2.82863 2.57951 3.16852
101 As -1.82250 -0.54833 2.45604
102 Si -2.90723 -2.60833 2.05489
103 C -1.71671 -4.02227 2.21024
104 C -4.36218 -2.83508 3.18137
105 C -3.45660 -2.52093 0.27704
106 Si -0.50815 -0.58535 4.45178
107 C 0.53070 -2.10972 4.69968
108 C -1.50511 -0.35480 6.00143
109 C 0.62181 0.86579 4.21784
110 H -5.23177 1.26091 4.84872
111 H -3.77866 0.57515 5.58853
112 H -4.90466 -0.47633 4.71908
113 H -5.92814 0.94891 2.33183
114 H -4.99671 -0.12194 1.28111
115 H -4.86241 1.63796 1.10110
116 H -3.59677 3.35756 3.26643
117 H -2.24202 2.78539 2.26504
118 H -2.15477 2.66413 4.03092
119 H -1.19634 -4.03850 3.17086
120 H -0.96277 -3.98321 1.41698
121 H -2.27150 -4.96245 2.11267
122 H -4.05999 -2.78723 4.23370
123 H -4.82659 -3.81185 3.00361
124 H -5.11828 -2.06141 3.00789
125 H -2.64177 -2.16901 -0.36658
126 H -4.31840 -1.85894 0.13499
127 H -3.74223 -3.51876 -0.07575
128 H 0.02819 -3.04065 4.43196
129 H 0.78016 -2.15980 5.76590
130 H 1.46343 -2.04814 4.13742
131 H -2.35260 -1.04527 6.06300
132 H -1.88213 0.66713 6.09769
133 H -0.84373 -0.55234 6.85174
134 H 1.14114 0.78564 3.25694
135 H 1.38029 0.90353 5.01041
136 H 0.06258 1.80745 4.22605

Summary:
HOMO energy, eV: -9.189
Charge: +1
Gap between HOMO and LUMO, eV: 6.656

Results of the Mulliken charge analysis, in e, for atoms 1 through 4: 2.066 -0.278 0.261 0.472

=====

Here is 10 unconnected molecules or ions with the total composition C58H67N2O2PSi in a non-equilibrium geometry from the OMol25 dataset. Energies are from ωB97M-V/def2-TZVPD.

CARTESIAN COORDINATES (ANGSTROEM)
1 C 0.23604 0.07028 -1.46274
2 N 0.57044 0.02409 -2.88890
3 C 1.07629 -1.27992 -3.30966
4 C -0.40952 0.51691 -3.74318
5 O -0.67734 -0.01909 -4.81540
6 C -1.10131 1.79374 -3.33883
7 Si -2.87968 1.50591 -2.71564
8 P -3.63188 -0.49626 -3.40179
9 N -5.27285 -0.48173 -2.91153
10 O -2.98870 -1.46849 -2.20236
11 H -0.74543 0.47468 -1.26056
12 H 0.95025 0.66118 -0.89429
13 H 0.27308 -0.92770 -1.03862
14 H 1.86133 -1.57083 -2.62013
15 H 1.49321 -1.23178 -4.30252
16 H 0.29515 -2.03572 -3.25898
17 H -0.55093 2.36126 -2.59884
18 H -1.19375 2.37400 -4.24955
19 H -3.72915 2.62107 -3.17512
20 H -2.78708 1.50558 -1.22911
21 H -5.61456 -1.42331 -3.05495
22 H -5.32946 -0.30279 -1.91414
23 H -2.37347 -2.07763 -2.60983
24 C 1.66041 4.92100 0.67628
25 C 2.30767 4.87563 1.90299
26 C 2.02681 3.85544 2.80098
27 C 1.09593 2.87988 2.47214
28 C 0.44531 2.92842 1.24735
29 C 0.72728 3.94782 0.34929
30 H 1.88608 5.71300 -0.02602
31 H 3.03351 5.63679 2.15868
32 H 2.53437 3.82190 3.75685
33 H 0.87831 2.08174 3.17005
34 H -0.28289 2.16860 0.99199
35 H 0.22062 3.98359 -0.60720
36 C -4.13047 -4.87989 -2.81554
37 C -4.06161 -6.26264 -2.92708
38 C -4.42979 -7.06471 -1.85611
39 C -4.86622 -6.48515 -0.67201
40 C -4.93079 -5.10381 -0.56008
41 C -4.56115 -4.30188 -1.63000
42 H -3.84734 -4.25323 -3.65341
43 H -3.72150 -6.71494 -3.84960
44 H -4.38114 -8.14213 -1.94427
45 H -5.15801 -7.11217 0.16103
46 H -5.26980 -4.64693 0.36143
47 H -4.60396 -3.22570 -1.53547
48 C -1.86717 -3.40119 2.66548
49 C -1.87597 -2.94978 3.97776
50 C -2.86690 -3.37444 4.85172
51 C -3.85024 -4.24997 4.41301
52 C -3.84339 -4.69807 3.09933
53 C -2.85212 -4.27438 2.22558
54 H -1.09322 -3.07189 1.98427
55 H -1.11039 -2.26571 4.31999
56 H -2.87262 -3.02350 5.87529
57 H -4.62129 -4.58378 5.09527
58 H -4.61214 -5.37913 2.75571
59 H -2.84869 -4.62294 1.20126
60 C 3.88711 5.16864 -2.28216
61 C 3.59223 5.89847 -3.42511
62 C 4.42666 6.93391 -3.82149
63 C 5.55357 7.24119 -3.07229
64 C 5.84484 6.51518 -1.92558
65 C 5.01215 5.47765 -1.53115
66 H 3.23935 4.35771 -1.97429
67 H 2.71208 5.65981 -4.00782
68 H 4.19886 7.50158 -4.71406
69 H 6.20517 8.04790 -3.38399
70 H 6.72303 6.75640 -1.34019
71 H 5.23890 4.90924 -0.63837
72 C 3.69974 -0.98847 1.32684
73 C 4.24978 -1.98993 2.11417
74 C 4.95016 -3.03189 1.52267
75 C 5.09913 -3.07414 0.14368
76 C 4.54519 -2.07547 -0.64461
77 C 3.84660 -1.03318 -0.05233
78 H 3.15739 -0.17196 1.78686
79 H 4.13306 -1.95839 3.18948
80 H 5.38044 -3.81174 2.13700
81 H 5.64708 -3.88565 -0.31675
82 H 4.65820 -2.10939 -1.72057
83 H 3.41567 -0.25210 -0.66650
84 C -7.53153 -9.03102 -2.97813
85 C -7.46295 -10.41238 -3.08940
86 C -7.82934 -11.21456 -2.01757
87 C -8.26202 -10.63469 -0.83377
88 C -8.32569 -9.25265 -0.72104
89 C -7.96122 -8.45089 -1.79302
90 H -7.24839 -8.40501 -3.81430
91 H -7.12364 -10.86464 -4.01216
92 H -7.77768 -12.29188 -2.10516
93 H -8.54958 -11.25986 0.00144
94 H -8.65932 -8.79992 0.20364
95 H -8.00879 -7.37331 -1.70482
96 C 9.29155 8.22751 -2.22777
97 C 9.58885 7.09914 -2.97835
98 C 10.90264 6.66593 -3.08585
99 C 11.91745 7.36273 -2.44538
100 C 11.61939 8.49399 -1.69888
101 C 10.30571 8.92640 -1.58888
102 H 8.26614 8.56390 -2.14037
103 H 8.79601 6.55736 -3.47841
104 H 11.13561 5.78497 -3.66924
105 H 12.94174 7.02377 -2.52795
106 H 12.41144 9.03871 -1.20222
107 H 10.07220 9.80738 -1.00557
108 C -7.44758 -2.68842 2.66113
109 C -8.56003 -2.19233 1.99481
110 C -8.42413 -1.64217 0.72811
111 C -7.17351 -1.58703 0.13070
112 C -6.05972 -2.07868 0.79871
113 C -6.19589 -2.63069 2.06430
114 H -7.55634 -3.12030 3.64737
115 H -9.53436 -2.23500 2.46347
116 H -9.29125 -1.25837 0.20714
117 H -7.06694 -1.16368 -0.85956
118 H -5.08199 -2.03260 0.33290
119 H -5.32664 -3.01458 2.58404
120 C 3.51428 6.11533 7.75443
121 C 4.25378 4.95194 7.91389
122 C 4.91345 4.39394 6.82816
123 C 4.83245 4.99917 5.58201
124 C 4.08931 6.16030 5.42243
125 C 3.43017 6.71887 6.50790
126 H 3.00273 6.55168 8.60215
127 H 4.31584 4.47954 8.88536
128 H 5.49167 3.48789 6.95309
129 H 5.34877 4.56573 4.73495
130 H 4.02254 6.63007 4.44958
131 H 2.85031 7.62366 6.38234

Summary:
HOMO energy, eV: -8.559
Charge: 0
Gap between HOMO and LUMO, eV: 8.934
SMILES: CN(C)C(=O)C[SiH2]P(N)O.c1ccccc1.c1ccccc1.c1ccccc1.c1ccccc1.c1ccccc1.c1ccccc1.c1ccccc1.c1ccccc1.c1ccccc1

Results of the Mulliken charge analysis, in e, for atoms 1 through 4: -0.621 0.242 -0.958 0.278

=====

Here is a molecular structure, C58H69CsN2O3PSSb2SeSi in a non-equilibrium geometry from the OMol25 dataset. Energies are from ωB97M-V/def2-TZVPD.

CARTESIAN COORDINATES (ANGSTROEM)
1 Cs -0.29201 -0.13046 -0.43491
2 C 3.85924 -0.73413 3.99702
3 C 3.04023 -1.12119 2.76502
4 C 3.97640 -1.47653 1.61345
5 C 2.14553 -2.32818 3.06253
6 O 2.26760 -0.00851 2.30122
7 Si 1.30056 1.08427 3.12915
8 S 0.02921 1.88954 1.75468
9 O 2.25518 2.17146 3.94720
10 C 2.59207 3.55221 3.76805
11 C 1.43119 4.43267 4.21965
12 C 2.95530 3.86436 2.32300
13 C 3.80866 3.78999 4.66422
14 O 0.65878 0.15823 4.34007
15 C -0.12829 0.48271 5.48981
16 C 0.80718 0.87381 6.63101
17 C -0.88920 -0.78803 5.84218
18 C -1.11915 1.60758 5.19251
19 H 4.58129 -1.51978 4.23734
20 H 3.20402 -0.57743 4.85922
21 H 4.39640 0.19990 3.80639
22 H 4.65226 -2.28826 1.89389
23 H 4.56853 -0.60145 1.33946
24 H 3.39598 -1.78563 0.74161
25 H 2.74137 -3.14545 3.47966
26 H 1.67296 -2.68014 2.13883
27 H 1.36567 -2.05327 3.77279
28 H 0.54128 4.20079 3.62875
29 H 1.68425 5.48930 4.07493
30 H 1.21623 4.26702 5.28063
31 H 2.07657 3.79412 1.67859
32 H 3.70092 3.15082 1.97042
33 H 3.37275 4.87512 2.25646
34 H 3.62307 3.35959 5.65202
35 H 4.00891 4.86096 4.77400
36 H 4.69370 3.30533 4.23764
37 H 1.46730 0.03680 6.87804
38 H 0.23509 1.14402 7.52320
39 H 1.42274 1.72281 6.32609
40 H -0.18850 -1.61184 6.00360
41 H -1.56463 -1.05787 5.02622
42 H -1.47664 -0.64281 6.75199
43 H -0.59321 2.55419 5.03162
44 H -1.81223 1.72685 6.03041
45 H -1.68522 1.37919 4.28621
46 C 0.52690 2.63677 -2.53799
47 C 0.80604 1.57716 -3.60321
48 C 2.30341 1.34264 -3.81314
49 Sb 3.28604 0.44935 -2.09346
50 C 4.30145 2.16535 -1.30951
51 C 4.06733 3.47066 -1.73417
52 C 4.85001 4.51907 -1.26100
53 C 5.88996 4.27044 -0.37427
54 C 6.13139 2.97379 0.05758
55 C 5.32825 1.93316 -0.39152
56 C 4.95053 -0.11073 -3.36466
57 C 6.22496 0.44516 -3.26460
58 C 7.23666 0.06372 -4.14148
59 C 6.99120 -0.87996 -5.12893
60 C 5.72925 -1.44990 -5.23302
61 C 4.72226 -1.07038 -4.35436
62 Sb -1.57114 2.78350 -1.97586
63 C -1.26459 4.28976 -0.49365
64 C -0.17018 5.15489 -0.50270
65 C 0.03056 6.04846 0.54202
66 C -0.86468 6.08893 1.60532
67 C -1.95548 5.23310 1.62410
68 C -2.15071 4.33359 0.58248
69 C -1.91005 4.10807 -3.64999
70 C -1.93232 5.49721 -3.52534
71 C -2.08266 6.30601 -4.64756
72 C -2.21513 5.73809 -5.90850
73 C -2.20815 4.35595 -6.04414
74 C -2.06352 3.54991 -4.92102
75 H 0.83241 3.61607 -2.90755
76 H 1.08890 2.43630 -1.61660
77 H 0.35105 1.89391 -4.54600
78 H 0.33765 0.62429 -3.33891
79 H 2.81867 2.26873 -4.07787
80 H 2.47699 0.63440 -4.62599
81 H 3.27648 3.68188 -2.44577
82 H 4.65252 5.53243 -1.59203
83 H 6.49862 5.08886 -0.01026
84 H 6.92843 2.77539 0.76519
85 H 5.53078 0.92598 -0.04403
86 H 6.43602 1.19180 -2.50975
87 H 8.21996 0.51063 -4.05179
88 H 7.77884 -1.17194 -5.81297
89 H 5.52945 -2.19220 -5.99675
90 H 3.74538 -1.53818 -4.44244
91 H 0.54788 5.12788 -1.31512
92 H 0.89512 6.70214 0.53241
93 H -0.69839 6.77434 2.42884
94 H -2.63838 5.23826 2.46560
95 H -2.98087 3.63595 0.63324
96 H -1.83559 5.95326 -2.54783
97 H -2.09684 7.38426 -4.53599
98 H -2.33090 6.36900 -6.78176
99 H -2.32221 3.90637 -7.02378
100 H -2.07253 2.46983 -5.03992
101 N -1.49686 -2.40360 0.83500
102 C -2.15257 -3.63174 0.54017
103 C -2.52669 -4.54480 1.52129
104 C -3.21525 -5.69469 1.17450
105 C -3.53861 -5.94354 -0.15320
106 C -3.15426 -5.04529 -1.13650
107 C -2.44792 -3.89114 -0.80426
108 P -1.74632 -2.69294 -1.99830
109 C -1.77409 -3.68755 -3.55556
110 C -0.58281 -4.30931 -3.93118
111 C -0.51534 -5.10190 -5.07162
112 C -1.64389 -5.27219 -5.86194
113 C -2.83493 -4.65034 -5.50534
114 C -2.89923 -3.86472 -4.36185
115 C -3.12750 -1.53320 -2.34516
116 C -2.99965 -0.67590 -3.44506
117 C -3.98150 0.26197 -3.72410
118 C -5.08754 0.38159 -2.88674
119 C -5.21519 -0.45351 -1.78803
120 C -4.24618 -1.41820 -1.52537
121 H -1.03314 -2.44842 1.73596
122 H -2.23606 -1.69143 0.98054
123 H -2.30890 -4.32548 2.55976
124 H -3.52714 -6.38521 1.94884
125 H -4.09565 -6.83289 -0.42173
126 H -3.38565 -5.25878 -2.17220
127 H 0.29918 -4.16885 -3.31495
128 H 0.41808 -5.57901 -5.34714
129 H -1.59572 -5.88367 -6.75577
130 H -3.71865 -4.78131 -6.12037
131 H -3.83139 -3.37966 -4.09380
132 H -2.13735 -0.76335 -4.10078
133 H -3.88439 0.90925 -4.58832
134 H -5.84254 1.13208 -3.09169
135 H -6.06554 -0.36894 -1.12135
136 H -4.37068 -2.07607 -0.67375
137 Se -6.28611 -2.47110 2.15625
138 C -4.79945 -1.51386 1.85718
139 N -3.83638 -0.90660 1.58791

Summary:
HOMO energy, eV: -4.515
Charge: -1
Gap between HOMO and LUMO, eV: 6.167

Results of the Mulliken charge analysis, in e, for atoms 1 through 4: 1.120 -1.445 1.890 -1.210